1.
Here is a cluster of 7 separate species, C16H47NO13 in total in a non-equilibrium geometry from the OMol25 dataset. Energies are from wB97M-V/def2-TZVPD.

**Maximum force**: 2.62 eV/Å
**Kohn-Sham gap**: 9.68 eV
**Total energy**: -45456.5200 eV
**LUMO energy**: 0.207 eV
**Energy above the lowest of the compared OMol25 structures with the same formula, charge and spin**: 42.23 kcal per mole
**SMILES**: COC[C@H](C)N.OCCO.OCCO.OCCO.OCCO.OCCO.OCCO

Structure (ORCA input):
```
! wB97M-V def2-TZVPD RIJCOSX def2/J DEFGRID3
* xyz 0 1
O -0.98568 3.78522 -3.89274
O 2.22193 2.86372 -2.93951
O 2.86134 -0.00461 -2.18669
O -3.09334 1.81915 0.47570
O 0.37175 -4.25455 2.79017
O 3.11943 -4.40079 -4.24294
O -2.36814 -2.67143 1.90969
O -1.19415 -0.44523 0.63603
O 4.52910 1.74962 -4.39312
O -0.06903 2.34857 4.20674
O 1.12689 -5.07409 -2.00843
O -1.60246 -0.17701 -2.46269
O -3.91111 -0.41690 -1.31395
N -0.94751 4.06277 7.43536
C -0.23620 -0.50926 -0.46859
C -0.63494 2.11374 2.92784
C -0.86343 3.04099 5.17084
C 3.39783 -4.60243 -2.81771
C 1.36512 2.70154 -4.09172
C 0.30056 1.94115 7.14238
C -0.09307 3.31008 6.50803
C -0.19219 2.50924 -3.75475
C -4.67798 0.70745 -1.11348
C -0.30915 -4.07678 1.55679
C -1.84056 -3.96713 1.63641
C 2.20768 -4.05190 -1.93469
C -4.49406 1.36474 0.25962
C 4.80830 0.46229 -3.78937
C 3.48078 -0.32769 -3.45398
C -0.83230 -1.10210 -1.72781
H 0.25158 0.44848 -0.64997
H -1.40267 1.35827 3.09504
H 0.01291 -4.96671 1.01604
H -1.16231 4.94511 6.99330
H 0.15699 -3.22121 1.06809
H -1.30961 3.95923 4.78892
H 5.33250 -0.11211 -4.55316
H 1.94954 3.64963 -2.46019
H 1.64466 1.88228 -4.75411
H -0.60571 1.34100 7.22351
H 2.46120 -3.91984 -0.88284
H 4.35843 -4.15866 -2.55617
H -2.48935 -0.13643 -2.09746
H -2.02940 -1.96867 1.35024
H -1.06750 2.99112 2.44700
H -0.51729 4.36117 8.29906
H 0.10883 1.80426 2.19359
H 2.43334 0.84138 -2.33745
H 5.48482 0.58486 -2.94355
H -5.13542 2.24481 0.30695
H 0.61431 -1.05677 -0.06243
H -2.20914 -4.30800 0.66891
H 3.61245 -1.40893 -3.49490
H -1.77364 2.48017 5.38317
H 1.45102 3.61721 -4.67678
H -4.44657 1.40116 -1.92175
H 2.66003 -0.18729 -4.15737
H 0.86968 3.78846 6.32811
H -0.60827 1.73477 -4.39911
H -1.82457 0.24936 0.43177
H -3.07472 2.68697 0.88574
H -1.71726 3.56944 -4.47567
H -5.68887 0.36703 -1.33773
H 3.83024 2.18646 -3.90083
H -0.45200 2.12173 -2.76964
H -1.30048 -2.02876 -1.39585
H -4.23986 -0.99135 -0.61859
H 0.96285 1.55385 6.36811
H 0.44374 -3.39816 3.21797
H 1.01863 -5.58131 -1.20059
H -4.67739 0.68448 1.09132
H 2.58170 -5.12168 -4.57875
H 0.91790 1.92967 8.04064
H 3.40116 -5.67632 -2.63098
H -0.02076 -1.43041 -2.37721
H 1.95226 -3.07853 -2.35350
H -2.20339 -4.72960 2.32567
*
```

Per-atom Löwdin charges, elementary charge units: O -0.106; O -0.094; O -0.091; O -0.092; O -0.067; O -0.088; O -0.078; O -0.097; O -0.088; O -0.191; O -0.103; O -0.063; O -0.057; N 0.022; C -0.192; C -0.104; C -0.195; C -0.200; C -0.174; C -0.063; C -0.413; C -0.152; C -0.243; C -0.237; C -0.226; C -0.173; C -0.144; C -0.180; C -0.197; C -0.235; H 0.110; H 0.089; H 0.106; H 0.058; H 0.105; H 0.112; H 0.109; H 0.107; H 0.107; H 0.078; H 0.110; H 0.110; H 0.018; H 0.024; H 0.074; H 0.069; H 0.087; H 0.033; H 0.113; H 0.121; H 0.109; H 0.104; H 0.096; H 0.119; H 0.118; H 0.132; H 0.108; H 0.126; H 0.104; H 0.037; H 0.079; H 0.062; H 0.128; H 0.023; H 0.092; H 0.121; H 0.119; H 0.067; H 0.084; H 0.060; H 0.122; H 0.076; H 0.071; H 0.107; H 0.110; H 0.091; H 0.120


2.
Here is the ion C5H11N2 with charge +1 in a non-equilibrium geometry from the OMol25 dataset. Energies are from wB97M-V/def2-TZVPD.

**Maximum force**: 4.34 eV/Å
**Kohn-Sham gap**: 9.20 eV
**Total energy**: -8333.6410 eV
**LUMO energy**: -5.408 eV
**Energy above the lowest of the compared OMol25 structures with the same formula, charge and spin**: 80.21 kcal per mole
**SMILES**: C=[N+](C)/C=N\CC

Structure (ORCA input):
```
! wB97M-V def2-TZVPD RIJCOSX def2/J DEFGRID3
* xyz 1 1
N 1.49178 0.06172 -0.05384
N -0.96192 -0.41231 -0.80390
C -1.75864 0.60872 -0.17600
C 0.26142 -0.66081 -0.71776
C -2.92429 -0.13542 0.51886
C 1.61096 1.32221 -0.16169
C 2.47317 -0.88031 0.42855
H 3.36418 -0.85503 -0.20964
H 1.02368 1.77346 -1.02686
H -2.19511 1.15930 -1.02975
H -3.11961 -0.74829 -0.30407
H -2.68527 -0.63275 1.36527
H 2.99452 -0.83113 1.36249
H -3.60868 0.66007 0.63340
H -1.17038 1.27001 0.43547
H 2.40528 1.69855 0.36954
H 0.75583 -1.46826 -1.06763
H 2.04307 -1.92972 0.43754
*
```

Per-atom Löwdin charges, elementary charge units: N -0.095; N 0.103; C -0.242; C -0.053; C -0.026; C 0.189; C -0.013; H 0.122; H 0.169; H 0.140; H 0.066; H 0.048; H 0.104; H 0.076; H 0.096; H 0.099; H 0.084; H 0.130


3.
Here is a structure of composition C6H16Si2 in a non-equilibrium geometry from the OMol25 dataset. Energies are from wB97M-V/def2-TZVPD.

**Maximum force**: 3.67 eV/Å
**Kohn-Sham gap**: 10.00 eV
**Total energy**: -22234.3133 eV
**LUMO energy**: 0.744 eV
**Energy above the lowest of the compared OMol25 structures with the same formula, charge and spin**: 19.56 kcal per mole

Structure (ORCA input):
```
! wB97M-V def2-TZVPD RIJCOSX def2/J DEFGRID3
* xyz 0 1
Si 1.42970 -1.23185 0.72772
Si 1.61921 1.25676 -0.69005
C -1.44956 -1.91951 -0.63708
C 2.78641 -0.08958 -0.09285
C -0.52509 0.67115 1.03839
C -0.70098 -0.67060 -1.11482
C 0.21716 0.00737 -0.14338
C -1.50446 1.88717 0.70201
H -1.66437 2.53201 1.64218
H -1.81066 -2.52878 -1.46209
H 3.75968 0.09849 0.46458
H 1.40624 -2.76483 0.35699
H -0.21372 -1.20269 -2.06215
H -0.56704 -2.53219 -0.18898
H 0.22883 1.17096 1.61162
H 1.66550 2.41335 0.28495
H -1.10730 -0.04901 1.60313
H -2.37187 -1.81394 0.00088
H 1.33196 1.62615 -2.07834
H -1.28186 2.60156 -0.10786
H -2.55204 1.51102 0.71337
H 1.34946 -1.23948 2.20675
H 3.08722 -0.49333 -1.06941
H -1.40613 -0.05183 -1.59229
*
```

Per-atom Löwdin charges, elementary charge units: Si 0.678; Si 0.646; C -0.144; C -0.432; C -0.334; C -0.335; C -0.643; C -0.110; H 0.082; H 0.058; H 0.033; H -0.024; H 0.144; H 0.036; H 0.051; H -0.017; H 0.094; H 0.084; H -0.042; H 0.064; H 0.061; H -0.037; H 0.008; H 0.078


Look up the energy above the lowest of the compared OMol25 structures with the same formula, charge and spin of the third one. 19.56 kcal per mole


Which value of LUMO energy does entry 1 give? 0.207 eV


Kohn-Sham gap of number 1 (C16H47NO13)? 9.68 eV


Which value of energy above the lowest of the compared OMol25 structures with the same formula, charge and spin does entry 1 give? 42.23 kcal per mole